1.
A cluster of 8 separate species, C42H94Cl2N7O10 in total. Source: the Open Molecules 2025 dataset; level of theory: the ωB97M-V functional and the def2-TZVPD basis.

Last column: Löwdin charge in e.
Cartesian coordinates (Å):
C  14.57  23.97  9.82  0.065
N  15.68  23.15  10.44  -0.070
C  16.76  22.91  9.61  0.048
C  17.83  22.24  10.18  0.051
C  17.88  21.87  11.52  -0.123
C  16.75  22.01  12.25  0.048
C  15.65  22.70  11.70  0.036
C  19.28  21.45  12.02  -0.118
C  19.95  20.33  11.62  -0.024
C  21.26  20.08  11.99  -0.105
N  21.93  20.98  12.64  -0.106
C  21.35  22.18  12.94  0.013
C  20.05  22.42  12.64  0.032
C  23.30  20.71  13.07  -0.003
H  14.35  23.58  8.84  0.101
H  14.98  24.97  9.72  0.115
H  13.64  23.91  10.41  0.118
H  16.66  23.20  8.58  0.151
H  18.68  21.99  9.55  0.142
H  16.66  21.51  13.20  0.135
H  14.75  22.91  12.24  0.148
H  19.36  19.59  11.12  0.064
H  21.73  19.14  11.76  0.115
H  21.93  22.82  13.62  0.159
H  19.70  23.37  12.98  0.138
H  23.55  21.47  13.82  0.097
H  23.94  20.91  12.19  0.126
H  23.43  19.74  13.53  0.064
C  18.32  13.61  9.37  -0.081
O  17.23  14.30  9.90  -0.183
C  16.70  13.67  10.99  -0.241
C  15.34  14.25  11.26  -0.071
N  14.42  13.99  10.10  0.057
H  14.51  13.05  9.69  0.169
H  13.44  14.11  10.38  0.192
C  14.56  14.84  8.94  -0.100
C  14.97  13.96  7.72  -0.201
O  14.34  12.71  7.74  -0.197
C  14.55  11.99  6.51  -0.048
H  19.19  13.63  10.05  0.093
H  18.63  13.95  8.40  0.097
H  18.12  12.55  9.26  0.095
H  17.31  13.72  11.89  0.133
H  16.60  12.60  10.77  0.140
H  15.31  15.36  11.34  0.138
H  14.91  13.83  12.20  0.149
H  15.30  15.63  9.01  0.142
H  13.58  15.18  8.64  0.139
H  16.05  13.88  7.78  0.116
H  14.64  14.53  6.88  0.131
H  14.18  10.98  6.66  0.097
H  15.64  11.99  6.30  0.104
H  14.07  12.41  5.62  0.108
C  9.21  8.06  16.43  0.004
O  10.68  7.82  16.42  -0.222
C  11.16  6.53  16.51  -0.243
C  12.67  6.51  16.51  -0.069
N  12.98  7.46  15.41  0.036
H  12.84  7.03  14.50  0.192
H  12.39  8.28  15.58  0.166
C  14.42  7.91  15.42  -0.088
C  14.77  8.71  14.18  -0.218
O  15.34  9.97  14.40  -0.188
C  16.63  9.86  14.96  -0.088
H  9.11  9.14  16.42  0.092
H  8.61  7.56  17.20  0.107
H  8.83  7.62  15.50  0.094
H  10.74  5.96  15.65  0.146
H  10.73  5.95  17.34  0.150
H  13.08  5.52  16.27  0.161
H  13.23  6.93  17.32  0.132
H  14.97  6.94  15.36  0.155
H  14.69  8.41  16.33  0.133
H  13.92  8.94  13.57  0.126
H  15.47  8.11  13.55  0.141
H  17.21  9.36  14.16  0.107
H  16.57  9.30  15.89  0.081
H  17.09  10.81  15.26  0.092
C  19.38  14.28  18.32  -0.051
O  18.73  15.45  17.75  -0.239
C  18.92  16.53  18.71  -0.176
C  19.28  17.74  17.87  -0.089
N  18.41  17.64  16.64  0.030
H  18.78  18.38  15.99  0.069
H  18.60  16.74  16.18  0.144
C  16.91  17.81  16.67  -0.084
C  16.29  17.57  15.34  -0.213
O  16.80  18.48  14.40  -0.193
C  16.70  18.10  13.04  -0.118
H  19.42  13.57  17.47  0.090
H  18.80  13.92  19.14  0.095
H  20.40  14.56  18.60  0.094
H  19.71  16.28  19.46  0.148
H  17.95  16.76  19.17  0.134
H  20.26  17.73  17.43  0.091
H  19.08  18.58  18.50  0.138
H  16.70  18.74  17.11  0.134
H  16.60  17.04  17.33  0.120
H  15.18  17.75  15.47  0.160
H  16.44  16.54  15.02  0.130
H  16.90  18.92  12.37  0.070
H  15.75  17.61  12.82  0.080
H  17.47  17.36  12.85  -0.020
C  21.10  12.11  12.25  -0.117
O  20.83  13.36  12.76  -0.204
C  20.89  13.37  14.19  -0.217
C  20.49  14.72  14.63  -0.123
N  21.31  15.74  13.89  -0.038
H  20.92  15.75  12.90  -0.013
H  20.97  16.68  14.20  -0.031
C  22.85  15.64  13.88  -0.057
C  23.44  15.69  15.28  -0.201
O  22.96  14.59  16.02  -0.230
C  23.97  13.81  16.61  -0.087
H  22.02  11.67  12.68  0.101
H  21.23  12.22  11.16  0.103
H  20.38  11.33  12.49  0.086
H  21.89  12.99  14.45  0.119
H  20.17  12.58  14.60  0.151
H  20.58  14.97  15.67  0.110
H  19.52  14.85  14.17  0.120
H  23.16  16.39  13.13  0.138
H  22.99  14.67  13.47  0.115
H  23.14  16.53  15.94  0.130
H  24.54  15.72  15.14  0.133
H  24.23  12.96  16.00  0.093
H  23.51  13.48  17.56  0.100
H  24.87  14.39  16.87  0.098
C  25.79  20.33  15.97  -0.043
O  26.87  20.99  15.28  -0.214
C  27.86  21.36  16.20  -0.228
C  28.99  21.88  15.41  -0.095
N  29.66  20.82  14.65  0.072
H  30.65  21.05  14.47  0.204
H  29.58  19.86  15.03  0.174
C  29.06  20.64  13.30  -0.108
C  29.64  19.38  12.71  -0.141
O  29.25  18.44  13.74  -0.254
C  29.69  17.12  13.56  -0.071
H  24.97  20.23  15.26  0.062
H  25.49  21.00  16.80  0.104
H  26.14  19.35  16.32  0.101
H  28.10  20.41  16.76  0.152
H  27.48  22.02  16.99  0.146
H  29.77  22.31  15.94  0.126
H  28.57  22.63  14.71  0.160
H  29.15  21.58  12.77  0.146
H  27.97  20.51  13.37  0.132
H  30.72  19.33  12.62  0.132
H  29.18  19.04  11.77  0.146
H  30.78  17.19  13.38  0.106
H  29.18  16.60  12.74  0.103
H  29.50  16.65  14.52  0.096
Cl  19.69  17.07  11.76  -0.114
Cl  20.88  18.83  14.76  -0.107

Its energy is -100979.3300 eV. The total charge is +5. The calculation puts the LUMO energy at -0.3577 Ha. The value obtained for the HOMO energy is -16.57 eV.



2.
A cluster of 10 separate species, C42H96F8N10O19S8 in total. Source: the Open Molecules 2025 dataset; level of theory: the ωB97M-V functional and the def2-TZVPD basis.

Last column: Löwdin charge in e.
Cartesian coordinates (Å):
C  0.35  -2.61  -4.84  0.045
C  0.06  -1.17  -5.12  -0.412
O  0.74  -0.39  -5.70  0.113
N  -1.26  -0.75  -4.60  0.045
H  -2.02  -1.51  -4.63  0.085
H  -1.09  -0.59  -3.55  0.118
C  -1.79  0.52  -5.13  0.011
H  0.61  -3.08  -5.79  0.112
H  -0.42  -3.07  -4.23  0.073
H  1.30  -2.58  -4.30  0.092
H  -1.30  1.38  -4.69  0.067
H  -2.85  0.63  -4.91  0.118
H  -1.72  0.52  -6.22  0.109
C  0.21  2.87  2.19  0.039
C  -0.84  3.35  3.16  -0.366
O  -1.57  2.71  3.80  0.192
N  -0.69  4.85  3.53  0.097
H  0.07  5.03  4.18  0.180
H  -0.50  5.32  2.64  0.166
C  -2.00  5.45  4.00  0.035
H  1.21  2.89  2.62  0.094
H  0.14  3.45  1.27  0.076
H  -0.07  1.84  2.00  0.093
H  -1.81  6.51  4.18  0.107
H  -2.25  4.96  4.93  0.096
H  -2.77  5.34  3.23  0.081
C  4.93  1.22  -7.92  0.039
C  5.07  0.43  -6.67  -0.429
O  6.05  0.19  -6.09  0.229
N  3.79  -0.11  -6.05  0.102
H  3.04  -0.17  -6.75  0.162
H  4.07  -1.05  -5.76  0.184
C  3.35  0.54  -4.74  0.038
H  4.71  2.25  -7.66  0.110
H  4.21  0.82  -8.64  0.100
H  5.88  1.16  -8.45  0.111
H  3.62  1.60  -4.79  0.103
H  3.93  0.03  -3.98  0.116
H  2.27  0.51  -4.68  0.052
C  -1.70  -1.76  2.90  -0.101
C  -1.94  -0.57  3.80  -0.219
C  -0.70  -0.17  4.64  -0.182
C  -1.05  0.10  6.06  -0.086
N  0.13  0.52  6.95  -0.239
C  -0.35  0.62  8.38  -0.090
C  -1.08  1.95  8.46  -0.127
C  -0.46  2.85  7.38  -0.127
C  0.56  1.93  6.65  -0.077
C  1.30  -0.41  6.81  -0.128
C  0.93  -1.88  7.00  -0.211
C  2.19  -2.67  7.36  -0.074
H  -1.42  -2.62  3.52  0.083
H  -0.85  -1.51  2.27  0.056
H  -2.55  -1.90  2.24  0.083
H  -2.76  -0.66  4.53  0.116
H  -2.33  0.30  3.27  0.096
H  -0.19  0.61  4.06  0.096
H  0.01  -1.00  4.60  0.094
H  -1.55  -0.71  6.59  0.143
H  -1.66  1.00  6.20  0.133
H  0.52  0.62  9.03  0.146
H  -0.93  -0.27  8.59  0.131
H  -0.85  2.35  9.44  0.124
H  -2.16  1.92  8.34  0.125
H  0.12  3.69  7.76  0.118
H  -1.12  3.21  6.60  0.091
H  1.54  2.03  7.11  0.140
H  0.51  1.99  5.57  0.113
H  2.08  -0.12  7.51  0.139
H  1.65  -0.19  5.80  0.117
H  0.48  -2.29  6.09  0.108
H  0.17  -1.89  7.78  0.106
H  2.11  -3.74  7.27  0.082
H  2.56  -2.43  8.36  0.084
H  2.98  -2.31  6.69  0.085
C  3.58  4.78  1.91  -0.098
C  3.50  4.28  0.47  -0.224
C  2.44  5.03  -0.35  -0.182
C  2.47  4.69  -1.82  -0.110
N  1.21  5.11  -2.55  -0.201
C  0.03  4.37  -1.95  -0.112
C  -0.94  4.22  -3.09  -0.131
C  -0.04  3.80  -4.23  -0.136
C  1.27  4.60  -4.00  -0.056
C  0.95  6.60  -2.59  -0.118
C  2.16  7.41  -3.01  -0.233
C  1.79  8.86  -3.36  -0.079
H  2.61  4.90  2.41  0.047
H  4.18  5.68  2.01  0.080
H  4.10  4.01  2.49  0.081
H  3.32  3.21  0.46  0.105
H  4.47  4.52  0.02  0.123
H  2.62  6.10  -0.26  0.121
H  1.47  4.85  0.12  0.087
H  2.62  3.65  -2.09  0.117
H  3.25  5.28  -2.31  0.131
H  -0.31  4.84  -1.03  0.130
H  0.40  3.39  -1.66  0.103
H  -1.46  5.16  -3.28  0.128
H  -1.76  3.55  -2.83  0.130
H  -0.52  4.02  -5.18  0.127
H  0.19  2.73  -4.17  0.087
H  1.29  5.44  -4.67  0.129
H  2.07  3.88  -4.06  0.116
H  0.56  6.74  -1.58  0.138
H  0.11  6.85  -3.23  0.139
H  2.70  7.03  -3.87  0.117
H  2.85  7.44  -2.16  0.108
H  1.02  8.93  -4.13  0.082
H  2.68  9.30  -3.81  0.083
H  1.40  9.39  -2.50  0.085
C  -1.24  -10.08  -1.62  -0.099
C  -0.39  -9.13  -2.47  -0.235
C  -0.77  -7.65  -2.25  -0.175
C  -0.08  -7.14  -0.99  -0.126
N  -0.64  -5.82  -0.54  -0.205
C  -0.38  -4.66  -1.52  -0.066
C  0.15  -3.44  -0.70  -0.117
C  0.04  -3.87  0.76  -0.131
C  0.18  -5.36  0.65  -0.098
C  -2.11  -5.81  -0.23  -0.111
C  -2.53  -6.99  0.61  -0.214
C  -3.86  -6.76  1.36  -0.067
H  -1.14  -11.08  -2.06  0.077
H  -2.30  -9.84  -1.78  0.076
H  -0.97  -10.16  -0.57  0.073
H  -0.41  -9.37  -3.52  0.113
H  0.65  -9.24  -2.12  0.110
H  -1.85  -7.56  -2.32  0.117
H  -0.32  -7.03  -3.03  0.113
H  0.99  -6.99  -1.15  0.141
H  -0.15  -7.75  -0.09  0.131
H  -1.30  -4.35  -2.01  0.124
H  0.34  -4.95  -2.28  0.123
H  -0.42  -2.52  -0.84  0.089
H  1.16  -3.32  -1.09  0.106
H  -0.91  -3.61  1.20  0.091
H  0.82  -3.42  1.36  0.122
H  -0.29  -5.85  1.52  0.132
H  1.17  -5.80  0.61  0.144
H  -2.59  -5.86  -1.20  0.131
H  -2.31  -4.83  0.19  0.138
H  -1.82  -7.30  1.38  0.109
H  -2.66  -7.83  -0.08  0.103
H  -4.72  -6.94  0.72  0.084
H  -3.91  -5.71  1.68  0.076
H  -3.96  -7.47  2.17  0.078
N  -3.01  -2.82  -4.66  -0.331
S  -3.29  -4.08  -5.60  0.458
O  -4.42  -4.01  -6.43  -0.224
O  -3.02  -5.33  -4.98  -0.269
F  -2.08  -3.82  -6.62  -0.195
S  -4.46  -2.72  -3.89  0.491
O  -4.81  -3.83  -3.06  -0.252
O  -5.52  -2.07  -4.54  -0.223
F  -3.94  -1.65  -2.83  -0.187
N  -6.06  2.76  0.92  -0.256
S  -4.64  2.41  0.38  0.425
O  -3.66  1.99  1.32  -0.307
O  -4.20  3.24  -0.71  -0.315
F  -5.02  1.12  -0.48  -0.182
S  -5.76  4.23  1.59  0.508
O  -6.17  5.30  0.75  -0.262
O  -4.59  4.46  2.40  -0.327
F  -6.90  4.14  2.69  -0.177
N  4.61  -0.94  2.08  -0.243
S  4.34  -1.27  0.55  0.448
O  4.37  -0.18  -0.37  -0.296
O  3.50  -2.39  0.27  -0.292
F  5.79  -1.92  0.26  -0.203
S  3.13  -0.32  2.41  0.483
O  2.01  -1.20  2.45  -0.280
O  3.01  1.04  1.99  -0.297
F  3.42  -0.15  3.99  -0.220
N  -0.45  0.00  -2.07  -0.283
S  -1.29  0.52  -0.87  0.420
O  -0.96  1.77  -0.28  -0.265
O  -1.81  -0.48  0.00  -0.230
F  -2.58  0.91  -1.67  -0.155
S  1.10  0.19  -1.53  0.516
O  1.49  -0.25  -0.27  -0.225
O  1.71  1.36  -2.08  -0.270
F  1.65  -0.99  -2.46  -0.187

Its energy is -207316.8483 eV. The total charge is +2. The calculation puts the LUMO energy at -0.1677 Ha. The value obtained for the HOMO energy is -11.75 eV.



total charge of number 2 (C42H96F8N10O19S8)?
+2



Among the records above, which one has the lowest energy?
C42H96F8N10O19S8



Which of these has the highest total charge?
C42H94Cl2N7O10